(1)
C3H8O | wB97M-V/def2-TZVPD

The geometry in XYZ format:
```
12
Properties=species:S:1:pos:R:3:forces:R:3
C 1.268262 0.473979 -0.470341 0.0079 0.0654 -0.0145
C -0.165262 0.084175 -0.685960 -0.1870 0.2055 -0.1364
C -1.218654 0.762271 -0.231640 0.1011 0.0176 -0.1563
O -0.095101 -1.468204 1.616585 -0.1744 -0.2316 0.1640
H 1.911771 -0.403269 -0.360678 -0.1409 0.1212 0.0012
H 1.622293 1.048507 -1.333668 0.0365 -0.0836 0.0820
H 1.383055 1.094966 0.423073 -0.0361 -0.0500 -0.1463
H -0.333449 -0.827291 -1.261663 -0.0139 0.1837 0.0118
H -2.237895 0.439773 -0.428183 0.1618 0.0493 -0.0138
H -0.597694 -0.698887 1.311949 0.1781 -0.1231 0.1326
H -1.090002 1.668784 0.357082 -0.0197 -0.1034 -0.0735
H -0.447325 -2.174802 1.063445 0.0865 -0.0509 0.1493
```
Forces are in eV/Å.

Results
Lowest unoccupied orbital energy: 0.038 Ha
HOMO: -9.87 eV
Energy above the lowest of the compared OMol25 structures with the same formula, charge and spin: 0.768 eV
Max |F|: 0.33 eV/A

Charges computed using Löwdin, reported in e:
1. C -0.1091
2. C -0.2734
3. C -0.0377
4. O -0.0713
5. H 0.0742
6. H 0.0763
7. H 0.0798
8. H 0.1020
9. H 0.0601
10. H -0.0086
11. H 0.0686
12. H 0.0391



(2)
C4H5NaO2 | wB97M-V/def2-TZVPD

The geometry in XYZ format:
```
12
Properties=species:S:1:pos:R:3:forces:R:3
O 2.036943 0.829838 -1.909866 -0.2633 0.3082 -1.5853
C 1.451928 0.482554 -0.729465 -1.4680 -1.1904 0.2452
C 0.184439 0.806594 -0.406414 0.6460 0.3818 0.6588
C -0.588661 0.213392 0.697361 -0.2367 0.2893 -0.1897
C -0.599344 -1.116711 1.034836 -0.1069 -0.2057 0.0972
O -1.281511 -1.667189 1.989894 -0.1704 0.2701 -0.4498
Na -3.175615 -0.766958 1.352141 0.6622 -0.1120 0.0915
H 2.005005 -0.311103 -0.221519 -0.0551 0.3683 0.2448
H -0.247018 1.691819 -0.893345 0.0413 -0.4696 -0.1980
H -1.159138 0.915282 1.323705 0.1667 -0.1796 -0.0322
H 0.005570 -1.787639 0.387600 -0.1111 0.1627 0.2180
H 1.367401 0.710122 -2.624927 0.8954 0.3769 0.8996
```
Forces are in eV/Å.

Results
Lowest unoccupied orbital energy: -0.040 Ha
HOMO: -6.66 eV
Energy above the lowest of the compared OMol25 structures with the same formula, charge and spin: 0.335 eV
Max |F|: 1.91 eV/A

Charges computed using Löwdin, reported in e:
1. O -0.0462
2. C -0.2345
3. C -0.1451
4. C -0.1811
5. C -0.4122
6. O -0.2504
7. Na 0.7511
8. H 0.1144
9. H 0.1006
10. H 0.0791
11. H 0.1131
12. H 0.1113